Entry 1:
Below is 5 unconnected molecules or ions with the total composition C23H30FN6, with properties calculated with the ωB97M-V functional and the def2-TZVPD basis.

Atoms and positions in Å:
C -3.297 -2.227 -2.076
C -2.659 -3.687 -2.462
F -3.626 -4.393 -3.378
C -2.395 -4.690 -1.193
N -1.679 -3.997 -0.007
C -0.451 -3.254 -0.433
C 0.412 -2.520 0.799
C -0.291 -2.785 2.259
C -1.680 -3.623 2.398
N -2.298 -4.197 1.179
H -2.457 -1.506 -1.665
H -4.259 -2.269 -1.402
H -3.653 -1.739 -3.105
H -1.636 -3.604 -3.062
H -1.734 -5.628 -1.439
H -3.456 -5.115 -0.847
H -0.065 -3.196 -1.561
H 1.396 -1.897 0.612
H 0.202 -2.367 3.251
H -2.156 -3.749 3.480
N 1.803 -0.715 5.562
C 3.135 -1.037 5.548
C 3.475 -1.499 6.800
C 2.305 -1.460 7.595
C 1.287 -0.975 6.805
H 1.281 -0.345 4.778
H 3.726 -0.908 4.651
H 4.459 -1.829 7.106
H 2.215 -1.755 8.633
H 0.243 -0.792 7.021
N -1.942 3.053 -0.882
C -2.236 1.796 -0.420
C -1.061 1.081 -0.356
C -0.021 1.938 -0.789
C -0.593 3.150 -1.105
H -2.615 3.793 -1.035
H -3.253 1.519 -0.178
H -0.963 0.054 -0.031
H 1.032 1.698 -0.862
H -0.157 4.071 -1.470
N 2.726 4.743 -0.815
C 4.059 4.421 -0.829
C 4.399 3.959 0.422
C 3.229 3.998 1.218
C 2.211 4.483 0.428
H 2.205 5.113 -1.599
H 4.650 4.550 -1.726
H 5.382 3.629 0.729
H 3.138 3.703 2.256
H 1.166 4.666 0.644
N -1.253 1.879 -4.049
C -0.888 0.559 -3.988
C -0.602 0.137 -5.267
C -0.794 1.243 -6.129
C -1.193 2.306 -5.350
H -1.522 2.448 -3.257
H -0.866 0.033 -3.043
H -0.287 -0.859 -5.549
H -0.656 1.263 -7.202
H -1.440 3.327 -5.609

Summary:
**Largest force on an atom**: 5.7 eV/Å
**Kohn-Sham gap**: 4.552 eV
**Net charge**: +1
**Electronic energy**: -35979.9688 eV

Entry 2:
Below is a single C23H30N4O4 molecule, with properties calculated with the ωB97M-V functional and the def2-TZVPD basis.

Atoms and positions in Å:
O -4.152 -2.196 -0.391
C -3.856 -1.195 -1.019
N -4.635 -0.133 -1.246
C -5.870 0.120 -0.554
C -5.768 1.364 0.352
C -5.585 2.671 -0.449
C -4.404 3.357 0.241
C -3.657 2.167 0.840
O -4.667 1.259 1.239
C -2.460 -1.008 -1.624
O -2.148 0.012 -2.213
N -1.676 -2.068 -1.388
C -0.237 -2.009 -1.476
C 0.342 -1.108 -0.348
C -0.506 -1.311 0.871
C -0.575 -2.325 1.781
C -1.672 -2.022 2.625
C -2.194 -0.857 2.160
O -1.493 -0.418 1.100
N 1.734 -1.437 -0.072
C 2.596 -1.296 -1.237
C 4.008 -1.759 -0.863
N 4.564 -1.002 0.234
C 5.267 0.175 0.006
C 5.938 0.795 1.068
C 6.697 1.930 0.870
C 6.826 2.482 -0.394
C 6.184 1.872 -1.456
C 5.414 0.740 -1.264
C 3.678 -1.102 1.374
C 2.271 -0.622 1.009
H -4.191 0.618 -1.764
H -6.689 0.260 -1.268
H -6.067 -0.765 0.056
H -6.673 1.397 0.971
H -6.487 3.279 -0.428
H -5.347 2.452 -1.490
H -3.787 3.932 -0.445
H -4.758 4.012 1.038
H -3.074 2.420 1.726
H -2.989 1.705 0.099
H -2.101 -2.771 -0.792
H 0.018 -1.596 -2.454
H 0.162 -3.018 -1.373
H 0.221 -0.053 -0.660
H 0.081 -3.168 1.842
H -2.023 -2.600 3.455
H -3.039 -0.269 2.460
H 2.223 -1.926 -2.044
H 2.623 -0.249 -1.588
H 4.673 -1.716 -1.725
H 3.945 -2.802 -0.532
H 5.883 0.371 2.059
H 7.201 2.383 1.711
H 7.420 3.370 -0.547
H 6.273 2.286 -2.450
H 4.920 0.308 -2.121
H 4.052 -0.511 2.208
H 3.629 -2.152 1.678
H 1.617 -0.716 1.877
H 2.318 0.444 0.720

Summary:
**Largest force on an atom**: 1.0 eV/Å
**Kohn-Sham gap**: 8.440 eV
**Net charge**: 0
**Structure (SMILES)**: O=C(NC[C@@H]1CCCO1)C(=O)NC[C@@H](c1ccco1)N1CCN(c2ccccc2)CC1
**Electronic energy**: -38488.4842 eV

Entry 3:
Below is a single C23H30N4O5S molecule, with properties calculated with the ωB97M-V functional and the def2-TZVPD basis.

Atoms and positions in Å:
C 4.966 0.079 2.909
C 4.381 -0.304 1.553
C 4.967 -1.626 1.065
C 2.837 -0.358 1.599
N 2.287 -0.562 0.277
C 1.596 0.405 -0.362
O 1.603 1.573 -0.028
C 0.789 -0.098 -1.520
C 1.256 -1.046 -2.423
C 0.437 -1.500 -3.445
C -0.863 -1.031 -3.557
C -1.317 -0.089 -2.655
S -3.004 0.494 -2.761
O -3.362 1.044 -1.480
O -3.830 -0.546 -3.302
N -2.837 1.673 -3.944
C -3.953 1.817 -4.860
C -5.046 2.690 -4.239
O -4.530 3.945 -3.852
C -3.497 3.799 -2.900
C -2.350 2.951 -3.460
C -0.502 0.397 -1.656
C 2.299 -1.509 2.454
O 1.957 -2.560 1.943
N 2.267 -1.279 3.780
C 1.530 -2.154 4.663
C 0.161 -1.549 5.015
C -0.583 -1.184 3.761
C -1.544 -2.018 3.202
C -2.184 -1.611 2.043
C -1.844 -0.392 1.476
C -0.852 0.354 2.095
N -0.239 -0.028 3.203
H 4.532 1.009 3.270
H 6.040 0.220 2.819
H 4.787 -0.705 3.641
H 4.634 0.481 0.831
H 4.601 -1.865 0.070
H 6.052 -1.561 1.024
H 4.694 -2.437 1.735
H 2.456 0.600 1.972
H 2.086 -1.536 0.081
H 2.264 -1.422 -2.335
H 0.808 -2.231 -4.147
H -1.536 -1.391 -4.318
H -4.332 0.817 -5.070
H -3.576 2.276 -5.779
H -5.840 2.896 -4.959
H -5.464 2.167 -3.365
H -3.155 4.808 -2.666
H -3.885 3.316 -1.992
H -1.603 2.762 -2.691
H -1.879 3.467 -4.304
H -0.874 1.135 -0.963
H 2.373 -0.326 4.094
H 2.111 -2.324 5.574
H 1.401 -3.100 4.132
H -0.407 -2.268 5.604
H 0.315 -0.643 5.606
H -1.786 -2.960 3.670
H -2.943 -2.232 1.589
H -2.343 -0.033 0.589
H -0.527 1.305 1.694

Summary:
**Largest force on an atom**: 1.0 eV/Å
**Kohn-Sham gap**: 9.536 eV
**Net charge**: 0
**Structure (SMILES)**: CC(C)[C@@H](NC(=O)c1cccc(S(=O)(=O)N2CCOCC2)c1)C(=O)NCCc1ccccn1
**Electronic energy**: -51372.0544 eV

> largest force on an atom of number 3 (C23H30N4O5S)?

1.0 eV/Å